Entry 1:
# C30H33BrN8O3S3SeYb

A molecular structure, C30H33BrN8O3S3SeYb (ωB97M-V with the def2-TZVPD basis set, the Open Molecules 2025 dataset).

```
80
Properties=species:S:1:pos:R:3:forces:R:3
Yb -0.4289 -0.0016 0.5960 0.603 -0.728 -1.872
Br -3.2209 1.3748 -4.7715 -0.018 -0.049 0.055
Se -3.3579 -2.1693 2.8622 -0.764 -0.341 0.163
S -0.1401 2.3877 -1.2109 0.229 0.074 -0.055
S 2.8416 -1.7490 1.1398 0.311 -0.054 0.416
S -2.3100 1.9242 1.9317 0.411 0.321 0.036
O 1.7805 -0.7011 0.9764 -0.405 0.437 -0.061
O -2.6273 1.9459 3.3248 -0.094 0.208 -0.024
O -2.7105 0.7481 1.1416 0.245 0.049 -0.167
N -0.6464 -1.1807 2.4508 -0.537 -0.148 0.280
N 1.4836 2.1491 1.7654 -0.354 0.198 0.176
N 1.7685 0.7731 -2.1066 0.412 0.170 -0.264
N 1.1044 -0.2963 -1.6128 -0.365 -0.151 0.228
N 2.2192 3.0097 -2.1953 0.047 0.014 -0.074
N -2.3122 -0.5704 -1.2775 0.030 0.427 0.112
N -0.1847 -2.3414 -0.4923 0.256 -0.137 0.180
N -0.7458 1.9226 1.5980 -0.628 0.135 0.697
C 1.4382 -1.4588 -2.0316 0.131 0.241 -0.272
C 1.3538 2.0474 -1.8554 -0.448 -0.032 0.061
C 0.1590 3.6559 3.0977 -0.096 -0.177 -0.080
C 1.2179 -3.9140 -1.6132 -0.004 0.118 -0.076
C -3.4929 -1.0685 -0.8970 -0.009 -0.066 0.148
C -3.6797 5.6342 1.2493 -0.006 -0.041 -0.074
C 0.2875 2.5978 2.1867 0.383 0.458 0.182
C 2.5459 3.7850 3.1621 -0.025 0.039 0.041
C -3.0002 3.3448 1.1378 0.025 -0.164 0.174
C 2.4342 -1.6642 -3.1370 -0.045 -0.015 0.082
C -4.4063 6.8868 -0.8064 -0.042 -0.053 0.002
C 3.8503 -1.3786 3.6231 0.086 0.039 -0.044
C -3.3962 0.3479 -3.1957 -0.015 -0.020 -0.040
C 2.5698 2.7408 2.2604 0.090 -0.065 -0.097
C 2.8292 -2.2439 2.8998 -0.010 0.009 -0.110
C -3.6759 4.4777 -0.8547 -0.004 0.020 0.050
C -4.6587 -0.8884 -1.6214 -0.001 -0.020 -0.075
C -0.7982 -3.3600 0.1050 -0.120 0.024 -0.002
C 4.4031 -0.8001 1.3371 -0.089 -0.234 -0.032
C -3.9020 5.6454 -0.1262 -0.001 0.044 0.038
C -3.2349 4.4877 1.8855 0.024 -0.073 0.127
C -2.2722 0.1096 -2.4249 0.046 -0.119 -0.158
C -3.2262 3.3285 -0.2302 -0.020 -0.084 -0.081
C 5.0235 -1.2421 2.6541 -0.066 -0.008 0.147
C -1.7631 -1.5323 2.6365 0.957 -0.095 0.239
C 1.3025 4.2476 3.5843 0.052 0.000 0.001
C -4.6232 -0.1503 -2.7931 0.084 0.004 0.023
C 0.7990 -2.6115 -1.3663 -0.227 -0.307 0.113
C -0.4490 -4.6879 -0.0949 0.085 -0.022 -0.124
C 0.5918 -4.9643 -0.9608 -0.075 -0.043 0.073
H 2.0305 -4.1215 -2.2931 -0.009 0.029 -0.005
H 4.0691 0.2370 1.3809 -0.058 -0.005 -0.068
H 2.3157 -0.8896 -3.8964 0.015 -0.040 -0.027
H -5.4970 6.8739 -0.8626 0.006 -0.003 0.001
H 1.9339 3.9615 -2.0453 0.016 0.029 -0.025
H -0.9827 -5.4717 0.4229 -0.012 0.016 0.014
H -3.5160 -1.6088 0.0428 0.001 0.050 0.037
H 3.4624 -1.6341 -2.7641 0.003 -0.010 -0.012
H -3.0828 4.4571 2.9571 -0.036 0.070 -0.019
H -0.8250 3.9651 3.4174 0.024 0.047 0.043
H -1.6149 -3.1131 0.7745 0.043 -0.029 0.037
H 2.2837 -2.6194 -3.6291 0.030 0.005 -0.016
H 3.1350 2.8320 -2.5707 0.008 -0.021 0.024
H 0.9134 -5.9819 -1.1381 -0.007 0.001 0.005
H 2.6274 0.6275 -2.6163 0.033 -0.032 0.055
H 5.0361 -0.9616 0.4661 -0.034 0.026 -0.014
H 3.5216 2.3563 1.9029 -0.002 0.014 0.010
H 3.4275 -0.3947 3.8373 -0.027 -0.018 0.010
H -4.0265 6.9565 -1.8250 0.008 0.040 0.006
H -3.8559 4.4724 -1.9231 0.007 -0.011 -0.003
H -3.0624 2.4174 -0.7932 -0.016 0.019 -0.011
H -4.1165 7.7803 -0.2560 0.015 0.019 -0.034
H 4.1479 -1.8320 4.5679 -0.029 0.007 0.004
H -5.5155 0.0305 -3.3764 -0.003 0.004 0.002
H -3.8615 6.5314 1.8274 -0.005 0.000 0.002
H 3.4644 4.2208 3.5280 0.005 -0.004 -0.020
H -1.3124 0.4865 -2.7452 0.009 0.056 0.040
H 1.2332 5.0641 4.2915 -0.010 -0.009 0.004
H 1.8013 -2.1283 3.2440 -0.047 -0.038 -0.097
H 3.1106 -3.2981 2.9143 -0.030 -0.014 0.022
H 5.5244 -2.2064 2.5398 0.037 0.026 -0.015
H -5.5877 -1.3075 -1.2621 0.016 -0.011 0.031
H 5.7643 -0.5214 2.9999 0.009 0.002 -0.040
```
Positions in Å, forces in eV/Å.

Output
Net charge ... +1
Multiplicity ... 2
Energy relative to the best compared isomer or geometry (same formula, charge and spin) ... 0.988 eV
Gap between HOMO and LUMO (alpha / beta) ... 6.80 / 6.80 eV
DFT total energy ... -249131.701 eV

Entry 2:
# C30H33ClMoN2O3P2

A molecular structure, C30H33ClMoN2O3P2 (ωB97M-V with the def2-TZVPD basis set, the Open Molecules 2025 dataset).

```
72
Properties=species:S:1:pos:R:3:forces:R:3
Mo 0.5849 0.2527 -0.4971 1.379 0.827 -0.246
Cl -4.2649 -5.2399 3.0198 -0.081 -0.053 0.040
P -1.5976 1.0224 -1.2987 -1.066 0.749 -0.190
P 0.3333 2.4331 0.8045 -0.594 0.622 0.409
O 0.9540 -1.0571 2.8255 -0.198 0.043 -0.313
O 2.4582 -0.2580 0.7034 -0.311 0.416 -0.157
O -0.2000 -0.3408 1.0762 -0.975 -0.930 1.611
N 1.2191 -1.1741 -2.7406 0.388 -1.174 0.186
N 1.1829 -1.4247 -1.4871 0.073 -0.430 -1.460
C 1.0707 2.3420 2.4654 0.103 -0.150 -0.151
C -2.8578 -0.0450 -2.0626 0.273 -0.140 0.186
C 1.6298 1.1289 -2.0195 0.408 0.093 -0.908
C 1.3304 -3.3129 0.0383 -0.067 0.188 -0.061
C -0.0667 -1.1234 2.1603 0.508 -0.056 0.745
C 3.6300 -4.1631 -1.2679 0.027 -0.182 -0.009
C -2.3236 1.7572 0.2017 0.069 -0.075 0.090
C -1.0893 -2.9095 3.5255 0.094 0.158 -0.030
C 1.2584 0.1643 -3.0425 -0.020 1.258 0.274
C 1.4906 1.8186 -4.7749 -0.022 0.186 0.015
C 2.0259 -4.4093 0.5090 -0.022 -0.084 0.008
C 3.7794 0.3136 0.6562 0.219 -0.025 -0.089
C 0.6947 4.1497 0.3075 0.162 -0.201 -0.214
C 1.1540 0.5411 -4.3939 -0.050 -0.284 0.195
C -3.2129 -3.1283 1.7345 -0.111 -0.110 0.011
C -2.2553 -2.1547 1.5504 0.149 0.031 0.073
C 2.9400 -3.0682 -1.7498 -0.154 0.359 -0.018
C -3.6885 1.6978 0.4601 0.048 -0.100 -0.087
C -3.3875 3.0155 2.4446 0.013 0.042 -0.003
C 1.7988 -2.6210 -1.0768 0.039 -0.890 0.180
C 2.0482 2.3744 -2.4876 -0.021 0.114 0.294
C -3.1037 -3.9997 2.8167 0.165 0.223 -0.062
C -1.1775 -2.0444 2.4342 -0.148 -0.044 -0.301
C -1.4754 2.4388 1.0899 0.032 -0.025 -0.034
C 1.9675 2.7274 -3.8247 0.018 -0.134 -0.047
C 3.1852 -4.8300 -0.1325 -0.033 0.112 -0.009
C -4.2158 2.3099 1.5880 -0.043 0.012 0.000
C -2.0538 -3.8766 3.7216 -0.050 -0.119 0.078
C -1.5571 2.4304 -2.4552 0.251 -0.161 -0.048
C -2.0241 3.0839 2.1924 -0.005 -0.041 -0.027
H 0.1436 4.4252 -0.5901 0.022 -0.015 -0.007
H 3.8587 0.9135 -0.2471 -0.053 -0.022 0.012
H -5.2757 2.2336 1.7893 0.000 0.034 0.009
H 0.4028 4.8228 1.1132 -0.018 -0.035 0.037
H 4.5202 -0.4844 0.6194 -0.049 -0.004 0.028
H 1.4389 2.1087 -5.8155 -0.018 -0.023 -0.006
H 3.7406 -5.6734 0.2540 -0.010 -0.023 -0.029
H 1.6555 -4.9450 1.3727 0.007 -0.003 -0.008
H 1.7622 4.2668 0.1191 -0.005 0.054 0.033
H 0.6892 3.1413 3.0974 0.016 0.045 -0.023
H -2.3259 -1.4843 0.7048 -0.024 0.015 -0.004
H 2.4508 3.0920 -1.7818 -0.079 0.038 -0.025
H 3.2851 -2.5212 -2.6172 0.069 -0.042 0.012
H 0.8674 -0.2137 -5.1154 0.067 -0.002 -0.031
H -3.2203 -0.7964 -1.3627 0.003 -0.025 -0.022
H -0.2540 -2.8147 4.2065 -0.008 -0.036 0.005
H 4.5195 -4.5043 -1.7796 0.009 0.033 -0.001
H 0.8614 1.3805 2.9295 -0.010 -0.013 -0.001
H -1.3950 3.6358 2.8781 0.010 -0.006 0.019
H 2.1519 2.4591 2.3788 -0.003 0.022 -0.004
H 2.2277 -0.5291 1.6192 -0.164 -0.087 -0.008
H -1.3161 2.0769 -3.4589 0.020 0.018 0.002
H 2.2842 3.7132 -4.1389 0.025 -0.005 -0.006
H -2.4146 -0.5488 -2.9223 -0.017 0.003 -0.005
H -2.5359 2.9091 -2.4630 -0.024 -0.033 0.016
H -3.6880 0.5716 -2.4049 -0.013 0.004 0.010
H -4.3501 1.1591 -0.2062 -0.018 0.024 0.003
H -1.9931 -4.5510 4.5644 -0.003 -0.005 -0.008
H -3.7931 3.5120 3.3156 -0.030 -0.020 -0.003
H -0.8024 3.1528 -2.1506 -0.019 0.002 -0.017
H -4.0375 -3.2394 1.0440 -0.012 0.009 0.019
H 0.3990 -3.0270 0.5030 -0.079 0.083 0.088
H 3.9584 0.9376 1.5313 -0.038 -0.010 -0.014
```
Positions in Å, forces in eV/Å.

Output
Net charge ... +2
Multiplicity ... 3
Energy relative to the best compared isomer or geometry (same formula, charge and spin) ... 0.957 eV
Gap between HOMO and LUMO (alpha / beta) ... 6.60 / 6.10 eV
DFT total energy ... -73709.835 eV

Entry 3:
# C30H33MnN3O3PS

A molecular structure, C30H33MnN3O3PS (ωB97M-V with the def2-TZVPD basis set, the Open Molecules 2025 dataset).

```
72
Properties=species:S:1:pos:R:3:forces:R:3
Mn -0.2461 0.0709 -0.5974 -0.193 -0.044 -0.259
S -0.5999 -4.5498 -0.0445 0.002 0.061 -0.039
P -1.8551 1.1694 0.8132 0.049 -0.097 -0.003
O 1.2935 0.2106 -1.7322 -0.093 -0.168 0.011
O 1.2316 0.1280 0.7838 0.011 0.024 0.080
O 3.4620 -0.3167 -1.9048 -0.089 -0.045 -0.029
N -2.7140 -1.7226 -3.3300 -0.006 -0.071 -0.003
N -0.4955 -2.0435 -0.4031 -0.098 0.279 0.037
N -1.5206 -0.2872 -2.1469 0.126 0.067 0.168
C -2.1293 0.4098 -3.1774 -0.050 -0.047 -0.075
C -1.8790 -1.5444 -2.2833 0.022 0.070 0.002
C -3.5525 0.4854 0.8633 -0.022 0.002 -0.005
C 2.9394 -1.5403 0.8304 0.099 0.025 0.021
C -1.0215 0.1430 3.3106 -0.012 -0.011 0.010
C 3.4634 -2.5618 0.0483 -0.123 0.046 -0.005
C 4.0287 3.1065 1.6055 -0.016 -0.006 -0.005
C -1.3431 1.4328 2.5522 0.024 -0.014 0.001
C 5.8208 1.6268 1.0176 0.005 0.020 0.007
C 2.5656 -0.1639 0.2862 -0.036 0.021 0.013
C 3.7382 -3.8043 0.6132 -0.001 0.000 -0.042
C -2.1320 2.8721 0.1869 0.071 -0.032 -0.019
C 3.0065 -3.0101 2.7522 -0.015 -0.005 -0.001
C 3.1084 2.1426 1.2069 0.008 0.060 -0.060
C -2.0442 1.7530 -3.5373 -0.016 0.002 0.005
C -3.6254 -0.0832 -5.0432 -0.022 -0.012 -0.009
C -1.3470 -2.5443 -1.3678 0.016 -0.028 -0.025
C 2.4582 -0.1065 -1.2642 0.246 0.055 -0.044
C 4.9077 0.6622 0.6315 0.014 -0.017 0.041
C 5.3851 2.8502 1.5138 -0.003 -0.032 -0.008
C 2.7320 -1.7738 2.1913 0.042 -0.030 0.047
C -0.0311 -2.9951 0.3527 0.048 -0.037 0.050
C 3.5057 -4.0370 1.9585 -0.017 0.017 -0.006
C 3.5418 0.9119 0.7291 -0.038 -0.034 0.153
C -2.8954 -0.4847 -3.9308 0.045 0.054 0.025
C -3.6436 -1.0103 1.1583 -0.028 0.004 -0.001
C -3.5503 1.2533 -5.3769 0.003 0.001 0.009
C -3.0815 3.7621 0.9841 -0.004 0.001 0.012
C -2.7673 2.1571 -4.6391 0.003 0.004 0.001
C -1.5273 -3.8865 -1.3181 -0.032 -0.105 -0.020
H -0.4587 2.0784 2.5014 0.000 0.002 -0.003
H 2.0540 2.3950 1.2361 -0.011 -0.024 0.006
H -2.1059 2.0090 3.0790 -0.005 -0.018 0.003
H 5.2502 -0.2871 0.2421 0.002 0.016 0.006
H -3.9702 0.6955 -0.1266 0.003 -0.007 -0.005
H -0.4219 -0.5452 2.7092 0.005 0.007 0.003
H 4.1437 -4.5912 -0.0093 0.002 0.003 -0.005
H -1.1441 3.3362 0.1065 -0.011 0.020 0.000
H 1.2611 0.5552 1.6455 0.069 0.023 0.015
H -3.1838 4.7296 0.4934 -0.003 0.001 0.006
H 0.6756 -2.8270 1.1547 -0.031 -0.014 0.010
H -2.4939 2.7531 -0.8378 -0.010 0.003 -0.014
H -1.4111 2.4384 -2.9898 0.000 0.010 0.001
H -2.7153 3.9465 1.9938 0.001 -0.003 -0.005
H 6.8799 1.4232 0.9326 0.001 0.000 0.002
H -3.0085 -1.5872 0.4856 -0.002 -0.003 -0.002
H -4.6691 -1.3570 1.0309 0.001 -0.002 0.008
H -4.2162 -0.7786 -5.6237 0.002 0.001 -0.003
H -3.0931 -2.5988 -3.6452 -0.003 0.003 0.003
H 3.6561 -2.3829 -0.9997 0.020 -0.015 -0.028
H -2.1332 -4.5097 -1.9552 0.007 -0.003 0.005
H -4.1460 1.0587 1.5790 0.005 -0.015 0.009
H -4.0779 3.3265 1.0574 0.003 0.004 -0.001
H -2.7225 3.1900 -4.9561 0.000 0.001 0.001
H -0.4745 0.3613 4.2278 -0.004 0.001 0.002
H 2.3598 -0.9879 2.8400 0.023 0.034 -0.043
H 6.1023 3.5996 1.8203 0.001 0.001 -0.002
H -3.3446 -1.2443 2.1786 0.009 -0.004 -0.007
H -1.9296 -0.3857 3.5952 0.002 0.010 0.007
H 3.6782 4.0612 1.9750 0.001 0.000 0.001
H 3.7271 -5.0029 2.3929 0.001 -0.001 0.000
H -4.0975 1.6140 -6.2369 0.000 -0.002 -0.001
H 2.8426 -3.1677 3.8105 0.004 -0.008 -0.004
```
Positions in Å, forces in eV/Å.

Output
Net charge ... +1
Multiplicity ... 2
Gap between HOMO and LUMO (alpha / beta) ... 8.29 / 8.16 eV
DFT total energy ... -93699.560 eV